3 unconnected molecules or ions with the total composition C27H53N3O9S at a distorted geometry, computed with the ωB97M-V functional and the def2-TZVPD basis.

## Properties
<S²> = 2.01
E_HOMO (alpha / beta) = -8.1 / -9.1 eV
Max |F| = 1.9 eV/Å
Frontier orbital gap (alpha / beta) = 8.25 / 9.22 eV

```
! RIJCOSX wB97M-V def2-TZVPD def2/J DEFGRID3
* xyz 0 3
O -0.963 0.140 4.399
C -2.111 0.066 4.018
O -2.500 -0.620 2.929
C -2.077 -2.003 2.915
C -2.203 -2.529 1.508
C -0.975 -2.235 0.657
C -0.482 -0.805 0.860
N 0.626 -0.492 -0.047
C 0.208 -0.195 -1.426
C 0.020 1.272 -1.799
C -0.932 2.075 -0.921
S -2.609 1.783 -1.394
O -3.044 0.558 -0.791
O -2.780 1.946 -2.798
O -3.416 2.976 -0.697
C 1.563 0.431 0.446
O 2.670 0.565 -0.051
O 1.171 1.270 1.460
H -2.922 0.597 4.527
H -2.699 -2.550 3.616
H -1.053 -2.076 3.271
H -3.080 -2.058 1.072
H -2.407 -3.592 1.531
H -0.172 -2.941 0.845
H -1.257 -2.332 -0.388
H -1.350 -0.162 0.738
H -0.127 -0.751 1.883
H -0.683 -0.761 -1.659
H 0.981 -0.580 -2.084
H -0.409 1.264 -2.798
H 0.968 1.783 -1.902
H -0.726 3.133 -1.044
H -0.854 1.875 0.140
H -3.362 2.826 0.253
H 0.731 0.799 2.173
C 4.598 1.037 3.529
C 3.451 1.459 4.471
C 2.681 2.628 3.859
C 3.446 3.950 3.913
C 3.909 4.253 5.339
C 4.700 3.109 5.973
N 3.971 1.816 5.824
O 3.034 1.721 6.709
C 6.105 3.026 5.346
C 4.924 3.401 7.452
C 2.536 0.245 4.587
H 5.113 1.875 3.066
H 5.332 0.428 4.057
H 4.206 0.439 2.706
H 1.731 2.751 4.392
H 2.431 2.386 2.824
H 4.299 3.928 3.231
H 2.800 4.757 3.563
H 4.522 5.157 5.347
H 3.030 4.467 5.955
H 6.620 2.121 5.671
H 6.702 3.879 5.669
H 6.106 3.050 4.260
H 3.991 3.572 7.985
H 5.530 4.300 7.553
H 5.451 2.579 7.938
H 3.057 -0.593 5.054
H 2.220 -0.070 3.592
H 1.637 0.452 5.162
C -1.198 -1.796 -6.888
C -1.515 -2.615 -5.620
C -1.997 -4.014 -6.006
C -3.413 -4.029 -6.583
C -4.392 -3.329 -5.641
C -3.950 -1.920 -5.248
N -2.532 -1.922 -4.776
O -2.459 -2.332 -3.552
C -4.133 -0.957 -6.436
C -4.849 -1.384 -4.142
C -0.203 -2.719 -4.850
H -1.913 -1.945 -7.694
H -1.149 -0.730 -6.662
H -0.229 -2.091 -7.289
H -1.971 -4.660 -5.123
H -1.296 -4.444 -6.726
H -3.430 -3.559 -7.570
H -3.731 -5.062 -6.735
H -5.381 -3.276 -6.102
H -4.503 -3.936 -4.737
H -3.673 0.009 -6.223
H -5.195 -0.786 -6.608
H -3.732 -1.330 -7.374
H -4.872 -2.037 -3.272
H -5.874 -1.295 -4.502
H -4.514 -0.397 -3.820
H 0.143 -1.734 -4.533
H 0.558 -3.156 -5.495
H -0.289 -3.353 -3.970
*
```



A molecular structure, C45H32F3OP2PtS, computed with the ωB97M-V functional and the def2-TZVPD basis.

## Properties
E_HOMO = -10.6 eV
Max |F| = 0.5 eV/Å
Frontier orbital gap = 7.64 eV

```
! RIJCOSX wB97M-V def2-TZVPD def2/J DEFGRID3
* xyz 1 1
Pt 0.036 0.017 1.163
O 0.874 -1.118 4.087
S 0.327 -1.503 2.787
C 1.464 -2.649 2.022
C 1.499 -4.001 2.320
C 2.499 -4.783 1.761
C 3.451 -4.207 0.930
C 3.415 -2.848 0.648
C 2.422 -2.044 1.193
P 2.302 -0.238 0.842
C 3.518 0.574 1.889
C 4.203 -0.097 2.898
C 5.092 0.599 3.705
C 5.295 1.955 3.508
C 4.604 2.629 2.508
C 3.712 1.943 1.702
C 2.911 -0.066 -0.853
C 2.043 -0.048 -1.942
C 2.550 0.032 -3.230
C 3.919 0.103 -3.441
C 4.789 0.101 -2.359
C 4.289 0.021 -1.069
C -1.217 -2.343 3.042
C -1.336 -3.234 4.100
C -2.566 -3.825 4.337
C -3.660 -3.506 3.537
C -3.539 -2.578 2.513
C -2.314 -1.968 2.261
P -2.105 -0.698 0.954
C -2.251 -1.670 -0.568
C -3.508 -1.947 -1.108
C -3.623 -2.765 -2.220
C -2.487 -3.317 -2.798
C -1.237 -3.056 -2.258
C -1.118 -2.238 -1.145
C -3.504 0.417 1.029
C -4.118 0.701 2.247
C -5.102 1.675 2.314
C -5.463 2.376 1.173
C -4.838 2.109 -0.037
C -3.856 1.135 -0.114
H 0.752 -4.447 2.961
H 2.532 -5.843 1.971
H 4.226 -4.823 0.493
H 4.157 -2.418 -0.013
H 4.043 -1.155 3.062
H 5.624 0.078 4.490
H 5.989 2.494 4.139
H 4.758 3.689 2.361
H 3.165 2.469 0.927
H 0.973 -0.062 -1.788
H 1.868 0.057 -4.071
H 4.309 0.176 -4.447
H 5.857 0.172 -2.518
H 4.972 0.043 -0.229
H -0.486 -3.427 4.742
H -2.679 -4.521 5.157
H -4.620 -3.966 3.730
H -4.406 -2.309 1.924
H -4.398 -1.511 -0.671
H -4.600 -2.968 -2.638
H -2.580 -3.953 -3.668
H -0.349 -3.486 -2.704
H -0.139 -2.042 -0.723
H -3.831 0.167 3.145
H -5.582 1.890 3.259
H -6.229 3.138 1.228
H -5.116 2.665 -0.923
H -3.360 0.940 -1.056
F -0.939 7.232 -4.969
C -1.024 5.963 -5.407
F -2.191 5.840 -6.057
F -0.042 5.800 -6.315
C -0.892 4.980 -4.277
C 0.233 5.049 -3.465
C 0.389 4.151 -2.427
C -0.582 3.174 -2.187
C -1.709 3.121 -3.006
C -1.862 4.017 -4.051
C -0.409 2.231 -1.120
C -0.244 1.413 -0.243
H 0.985 5.806 -3.647
H 1.263 4.196 -1.792
H -2.463 2.368 -2.820
H -2.735 3.970 -4.688
*
```



A molecular structure, C16H38NbO26S7 at a distorted geometry, computed with the ωB97M-V functional and the def2-TZVPD basis.

## Properties
E_HOMO = -4.8 eV
Max |F| = 3.4 eV/Å
Frontier orbital gap = 5.80 eV

```
! RIJCOSX wB97M-V def2-TZVPD def2/J DEFGRID3
* xyz -1 1
C 2.793 4.012 -0.457
C 2.605 5.015 -1.629
O 1.320 4.978 -2.188
C 1.084 3.775 -2.887
C 0.354 2.669 -2.089
O -1.066 2.754 -2.088
Nb -1.936 4.029 -0.679
S -4.113 4.234 -1.994
H 1.979 4.063 0.275
H 3.757 4.188 0.047
H 2.813 3.003 -0.903
H 3.407 4.838 -2.369
H 2.736 6.026 -1.218
H 2.032 3.367 -3.294
H 0.463 4.017 -3.764
H 0.593 1.720 -2.626
H 0.768 2.531 -1.082
H -1.355 5.468 -1.673
H -2.483 5.275 0.551
H -2.618 2.678 0.333
H -0.344 4.054 0.211
H -4.052 5.425 -2.654
C 0.549 -0.692 1.277
C 1.242 -1.178 2.535
O 2.535 -0.557 2.501
S 2.411 0.886 1.786
O 2.313 1.888 2.797
O 3.387 0.951 0.744
O 0.952 0.672 1.133
H 0.890 -1.244 0.398
H -0.534 -0.758 1.349
H 1.335 -2.256 2.568
H 0.721 -0.831 3.431
C 6.173 2.234 -1.429
C 6.783 1.705 -0.147
O 8.146 2.148 -0.186
S 8.222 3.571 -0.946
O 8.245 4.611 0.030
O 9.202 3.475 -1.978
O 6.753 3.531 -1.611
H 6.448 1.614 -2.286
H 5.089 2.309 -1.366
H 6.738 0.621 -0.080
H 6.304 2.145 0.730
C 1.778 -5.485 5.909
C 0.572 -6.241 5.390
O -0.412 -5.225 5.136
S 0.331 -3.873 4.672
O 0.310 -3.817 3.241
O -0.126 -2.797 5.486
O 1.822 -4.282 5.133
H 1.656 -5.212 6.960
H 2.701 -6.048 5.786
H 0.194 -6.966 6.106
H 0.793 -6.738 4.455
C 3.515 -8.839 1.685
C 2.041 -8.845 1.325
O 1.437 -9.725 2.280
S 2.234 -9.622 3.679
O 1.535 -8.715 4.535
O 2.595 -10.936 4.094
O 3.544 -8.866 3.117
H 4.018 -9.735 1.315
H 4.028 -7.955 1.315
H 1.859 -9.201 0.314
H 1.599 -7.853 1.447
C -7.557 5.220 -2.671
C -7.979 3.856 -2.166
O -9.415 3.855 -2.291
S -9.838 4.744 -3.566
O -10.061 3.876 -4.680
O -10.813 5.699 -3.146
O -8.428 5.493 -3.783
H -7.718 5.991 -1.915
H -6.520 5.235 -2.989
H -7.686 3.686 -1.134
H -7.578 3.060 -2.792
C -3.259 -0.787 -3.320
C -4.519 -1.632 -3.268
O -5.259 -1.115 -2.161
S -4.977 0.476 -2.034
O -6.044 1.173 -2.677
O -4.570 0.749 -0.697
O -3.685 0.533 -2.996
H -2.534 -1.108 -2.568
H -2.792 -0.799 -4.302
H -4.308 -2.689 -3.121
H -5.120 -1.503 -4.172
*
```



A gas-phase ion, C4H8NS (charge +1) at a distorted geometry, computed with the ωB97M-V functional and the def2-TZVPD basis.

## Properties
Energy above the lowest of the compared OMol25 structures with the same formula, charge and spin = 2.8706 eV
E_HOMO = -12.9 eV
Max |F| = 4.0 eV/Å
Frontier orbital gap = 7.89 eV

```
! RIJCOSX wB97M-V def2-TZVPD def2/J DEFGRID3
* xyz 1 1
C 1.075 1.095 1.472
C 0.309 -0.214 1.206
C -0.160 -0.617 -0.095
C -0.757 -0.146 -2.366
N -0.422 0.318 -1.007
S 1.723 1.532 2.924
H 0.655 -1.035 1.906
H -0.669 -0.166 1.717
H -0.592 -1.589 -0.406
H 0.146 -0.130 -3.093
H -1.091 -1.251 -2.362
H -1.555 0.469 -2.790
H -0.081 1.322 -0.936
H 1.419 0.413 3.832
*
```